Record 1
DFT (ωB97M-V with the def2-TZVPD basis set) results for a structure of composition C32H44BCl3MnN5SSi.

```
88
Properties=species:S:1:pos:R:3:forces:R:3:lowdin_spin:R:1
Mn 0.1433 -0.1176 0.3774 0.27 -0.52 -0.55 4.6372
C -0.1162 5.3084 1.3669 0.00 -0.04 -0.06 0.0008
C -0.3826 4.1473 0.4657 0.01 0.08 0.08 0.0045
C -0.9610 4.0590 -0.7825 -0.05 0.00 -0.13 0.0017
C -0.9249 2.6917 -1.1213 -0.11 -0.09 -0.19 0.0081
N -0.3575 1.9979 -0.1470 0.10 0.09 0.25 0.0305
N -0.0517 2.8979 0.8130 0.09 -0.06 -0.10 0.0057
C -1.4376 2.0078 -2.3477 0.01 0.09 0.01 0.0033
H -0.4043 6.2353 0.8749 0.00 -0.01 -0.01 0.0000
H 0.9434 5.3681 1.6224 -0.02 -0.02 -0.02 0.0002
H -0.6816 5.2251 2.2961 -0.01 -0.02 -0.01 0.0002
H -1.3639 4.8688 -1.3723 0.04 -0.08 0.06 0.0003
H 0.4313 2.5962 1.6497 -0.03 -0.01 0.06 0.0017
H -2.3019 2.5424 -2.7417 0.00 -0.01 0.01 0.0001
H -1.7451 0.9894 -2.1125 0.00 0.02 0.04 0.0023
H -0.6751 1.9715 -3.1262 0.02 0.05 -0.02 0.0002
C -2.5678 -3.3280 -0.4298 -0.14 0.05 0.08 0.0009
C -2.3694 -4.3587 0.6790 0.20 0.06 0.06 0.0001
C -1.8377 -5.6788 0.1074 0.05 -0.07 0.08 0.0000
C -1.5801 -3.9099 1.9153 -0.13 -0.02 0.06 0.0002
C -2.2471 -4.0329 3.1348 0.03 -0.04 -0.03 0.0003
C -1.6137 -3.7954 4.3433 0.00 0.00 -0.08 0.0003
C -0.2814 -3.4295 4.3462 -0.07 0.04 0.00 0.0002
C 0.4186 -3.2546 3.1551 0.03 0.01 0.13 0.0005
C 1.8801 -2.8505 3.2387 -0.06 0.04 0.02 0.0006
C 2.1212 -1.7947 4.3249 -0.03 0.00 0.02 0.0002
C 2.7728 -4.0658 3.5059 0.06 -0.09 0.00 0.0001
C -0.2417 -3.4770 1.9393 0.11 -0.06 -0.32 0.0019
N 0.4761 -3.3472 0.6999 0.18 -0.11 0.07 0.0074
B 0.4915 -2.2613 -0.3122 0.22 -0.53 -0.06 0.0306
N 1.1807 -2.9675 -1.4213 0.36 -0.02 -0.07 0.0056
C 1.6275 -4.2363 -0.9904 -0.01 0.33 -0.44 0.0025
C 1.2166 -4.4575 0.2572 -0.32 0.30 0.36 0.0011
C 1.2130 -2.7890 -2.8489 -0.18 -0.02 0.38 0.0014
C 2.0147 -1.8345 -3.4818 0.14 -0.14 -0.08 0.0005
C 2.1227 -1.8646 -4.8718 -0.07 -0.04 -0.11 0.0000
C 1.4346 -2.7945 -5.6349 0.01 0.06 0.13 0.0001
C 0.5750 -3.6791 -5.0017 0.00 0.01 0.01 0.0000
C 0.4360 -3.6757 -3.6176 -0.17 -0.03 -0.12 0.0003
C -0.6394 -4.5515 -2.9871 0.09 0.00 -0.15 0.0000
C -0.4046 -6.0443 -3.2116 0.01 -0.07 -0.09 0.0001
C -2.0248 -4.1403 -3.4958 -0.02 -0.05 -0.17 0.0000
C 2.6916 -0.7118 -2.7333 -0.10 0.03 0.00 0.0030
C 1.8190 0.5358 -2.9491 0.31 -0.01 -0.21 0.0096
C 4.1387 -0.4617 -3.1663 -0.06 0.01 -0.10 0.0002
H -3.2578 -3.7365 -1.1780 0.07 0.09 0.21 0.0000
H -1.6352 -3.0732 -0.9342 -0.22 0.04 0.13 0.0012
H -2.9899 -2.3999 -0.0499 0.00 -0.08 0.00 0.0001
H -3.3656 -4.5754 1.0698 -0.09 -0.02 0.02 0.0000
H -0.8555 -5.5486 -0.3500 -0.11 -0.07 0.10 0.0000
H -2.5223 -6.0571 -0.6609 0.04 0.04 0.06 0.0000
H -1.7461 -6.4412 0.8876 -0.02 0.05 -0.03 0.0000
H -3.2877 -4.3428 3.1274 0.05 0.02 0.01 0.0000
H -2.1559 -3.9031 5.2756 0.01 0.00 -0.02 0.0000
H 0.2238 -3.2524 5.2890 -0.05 -0.02 -0.05 0.0000
H 2.1733 -2.4364 2.2755 -0.03 0.11 -0.10 0.0008
H 2.0763 -2.2415 5.3248 0.01 0.04 -0.09 0.0000
H 1.3861 -0.9878 4.2871 0.02 -0.03 -0.07 0.0002
H 3.1089 -1.3486 4.2122 0.05 -0.01 -0.05 0.0000
H 2.5035 -4.5288 4.4618 0.02 0.02 -0.06 0.0000
H 3.8249 -3.7644 3.5562 -0.10 -0.01 -0.01 0.0000
H 2.6760 -4.8219 2.7231 0.00 0.07 0.05 0.0000
H 2.2093 -4.8782 -1.6344 -0.05 0.05 -0.01 0.0003
H 1.3647 -5.3321 0.8728 -0.02 0.07 0.00 0.0001
H 2.7550 -1.1304 -5.3632 -0.06 -0.08 0.03 0.0000
H 1.5383 -2.8047 -6.7142 0.01 -0.01 0.04 0.0000
H -0.0175 -4.3720 -5.5920 0.04 0.04 0.03 0.0000
H -0.6310 -4.3745 -1.9175 0.10 0.00 -0.09 0.0000
H -0.4494 -6.2962 -4.2759 0.00 0.01 0.03 0.0000
H -1.1710 -6.6312 -2.6964 0.05 0.04 -0.05 0.0000
H 0.5710 -6.3592 -2.8355 -0.03 0.04 0.02 0.0000
H -2.1380 -4.3551 -4.5634 0.04 0.01 0.04 0.0000
H -2.1976 -3.0717 -3.3455 0.01 -0.08 0.01 0.0000
H -2.8036 -4.6883 -2.9556 0.11 0.02 -0.14 0.0000
H 2.6931 -0.9740 -1.6748 -0.03 0.05 0.09 0.0030
H 1.5573 0.6242 -4.0093 0.12 0.06 0.04 0.0003
H 2.3198 1.4486 -2.6363 0.06 0.07 0.14 0.0000
H 0.8846 0.4493 -2.4128 -0.28 -0.08 0.26 0.0095
H 4.1861 0.0338 -4.1427 0.00 -0.06 0.07 0.0001
H 4.7059 -1.3938 -3.2316 -0.04 0.04 0.04 0.0000
H 4.6298 0.1911 -2.4442 0.00 0.04 0.01 0.0000
S -1.3159 -0.1427 2.3596 -0.42 0.07 -0.21 0.0613
C -2.2414 -0.0962 0.9466 -0.07 0.16 0.75 0.0220
N -2.7939 -0.0332 -0.0728 -0.23 0.03 -0.11 0.0532
Cl 3.2897 2.3437 -0.0144 0.07 0.00 -0.10 0.0100
Si 2.4937 0.7305 1.1404 0.18 0.28 0.11 0.0482
Cl 2.3167 1.8003 3.0177 0.02 -0.02 0.09 0.0147
Cl 4.2389 -0.4076 1.4630 0.03 -0.08 0.01 0.0101
```
Forces are in eV/Å.

Summary:
Total charge: -1
LUMO level (spin up / spin down) in eV: 2.62 / 2.61
Electronic energy in hartree: -4764.00890
ΔE to the lowest compared entry with this formula, charge and spin in kJ/mol: 78.37
Multiplicity: 6

=====

Record 2
DFT (ωB97M-V with the def2-TZVPD basis set) results for a cluster of 2 separate species, C32H44N2O4 in total in a non-equilibrium geometry.

```
82
Properties=species:S:1:pos:R:3:forces:R:3:lowdin_charge:R:1
C 0.0395 2.1908 -5.1106 -0.14 -0.08 -0.11 -0.1317
C 0.1145 0.6729 -5.0983 0.06 0.03 0.02 -0.2743
C 1.4873 0.1691 -4.6864 0.14 -0.18 -0.08 -0.2213
C 1.4992 -1.3512 -4.4914 0.37 0.03 -0.36 -0.1901
C 0.4531 -1.9107 -3.5948 -1.29 -1.40 0.45 -0.1184
C -0.3445 -3.0412 -4.0769 1.03 2.05 0.95 -0.4734
O -1.1693 -3.6910 -3.4716 -0.45 -0.61 -0.09 0.0530
O 0.0018 -3.3200 -5.3786 -0.42 -1.08 -0.83 -0.0776
C -0.6521 -4.4627 -5.9458 0.05 0.45 0.42 -0.2488
C -0.0484 -4.7907 -7.2915 0.06 0.00 -0.01 -0.0846
C 0.5013 -1.6267 -2.1977 -0.96 -0.91 -2.75 -0.4819
O -0.2788 -1.8509 -1.2794 0.33 0.12 0.49 0.0319
O 1.6973 -0.9758 -2.0110 0.86 0.49 1.89 -0.0566
C 1.8916 -0.7155 -0.6400 -0.35 -0.12 -0.85 -0.2943
C 3.1875 0.0298 -0.4842 -0.05 0.08 -0.08 -0.0597
H -0.9616 2.5183 -5.3947 -0.01 0.17 0.00 0.0593
H 0.2666 2.5908 -4.1184 0.00 0.04 -0.04 0.0623
H 0.7539 2.6116 -5.8229 0.00 0.07 0.04 0.0653
H -0.6373 0.2590 -4.4172 0.10 0.05 -0.06 0.1086
H -0.1158 0.2737 -6.0946 -0.06 0.05 0.09 0.1136
H 2.2100 0.4045 -5.4804 -0.01 0.13 0.09 0.1075
H 1.8356 0.6799 -3.7797 -0.15 -0.03 -0.07 0.0961
H 1.3151 -1.8056 -5.4670 0.43 0.21 0.10 0.1061
H 2.4899 -1.6593 -4.1308 0.11 0.08 -0.33 0.1104
H -0.5354 -5.3034 -5.2540 -0.21 0.06 -0.11 0.1189
H -1.7148 -4.2165 -6.0430 0.02 -0.28 0.04 0.1210
H -0.5869 -5.6510 -7.6907 0.01 -0.04 -0.12 0.0678
H -0.1473 -3.9664 -8.0044 0.05 -0.05 0.14 0.0734
H 1.0062 -5.0710 -7.2051 -0.11 0.14 0.01 0.0742
H 0.9903 -0.1599 -0.3469 0.33 -0.21 0.09 0.0885
H 1.8648 -1.6584 -0.0811 0.06 0.07 0.03 0.1190
H 3.4364 0.1425 0.5692 0.23 0.11 0.15 0.0595
H 3.9870 -0.5283 -0.9778 -0.04 0.10 0.10 0.0904
H 3.1139 1.0173 -0.9461 0.11 -0.02 0.01 0.0848
C -1.5358 -3.9250 5.4934 -0.38 0.01 0.42 -0.0353
N -0.2149 -3.6165 4.9957 -0.03 1.07 -0.13 -0.1138
C 0.6804 -4.7469 5.0243 0.40 -0.57 -0.34 -0.1664
C 2.1340 -4.3476 4.8333 -0.04 0.19 0.18 -0.1605
C 2.2996 -3.4006 3.6455 0.49 -0.68 -0.39 -0.1387
C 1.2515 -2.3416 3.5550 0.05 0.67 -0.27 -0.1329
C 0.0882 -2.4404 4.3765 -0.36 -0.65 -0.52 -0.1279
C -0.7595 -1.3004 4.4414 -0.10 0.26 0.05 0.0015
C -0.5786 -0.2464 3.5801 -0.21 -0.05 -0.24 -0.0063
C 0.3771 -0.2856 2.5091 0.03 0.00 -0.12 -0.1605
C 0.4717 0.7078 1.4903 0.92 0.89 2.37 0.0779
C -0.3681 1.8596 1.4165 -0.69 0.23 -0.38 -0.1877
C 0.1809 3.1461 1.1168 -0.47 -0.21 0.19 0.0519
C -0.5702 4.3109 1.2106 0.15 -0.56 0.20 -0.1363
C -1.9306 4.2447 1.6283 -0.01 -0.10 -0.15 -0.1419
N -2.6763 5.3830 1.7614 0.03 -0.48 0.35 -0.1293
C -4.0963 5.3085 2.0184 -0.37 -0.21 0.04 -0.0514
C -2.2376 6.6536 1.2374 0.31 0.28 -0.58 -0.1706
C -0.7395 6.8526 1.3995 -0.07 -0.05 0.29 -0.1638
C 0.0489 5.6407 0.9004 0.44 0.50 -0.47 -0.1431
C -2.4956 2.9681 1.8895 -0.01 0.02 0.01 0.0050
C -1.7549 1.8166 1.7434 0.35 0.05 0.40 -0.0204
C 1.3560 -1.3252 2.6226 -0.10 -0.06 0.46 0.0569
H -2.2669 -3.1671 5.2060 0.16 -0.20 0.00 0.0827
H -1.8657 -4.8951 5.0916 0.12 0.28 0.00 0.1033
H -1.5251 -4.0133 6.5905 -0.05 0.06 -0.21 0.1019
H 0.5415 -5.2608 5.9855 0.05 0.11 -0.18 0.1292
H 0.3884 -5.4638 4.2355 0.00 0.17 0.16 0.1410
H 2.5018 -3.8742 5.7508 -0.05 -0.01 -0.09 0.1209
H 2.7244 -5.2538 4.6711 -0.03 0.15 0.08 0.1192
H 3.2997 -2.9508 3.6839 -0.21 -0.01 -0.07 0.1271
H 2.2634 -3.9898 2.7188 0.07 0.04 0.11 0.1343
H -1.5491 -1.2602 5.1943 0.37 0.14 -0.21 0.1117
H -1.1469 0.6723 3.7347 0.05 -0.45 -0.06 0.1127
H 1.4566 0.8033 1.0234 -0.59 0.02 0.27 0.0916
H 1.2512 3.2159 0.9016 -0.34 0.02 -0.13 0.1340
H -4.3148 4.7228 2.9202 0.04 0.22 -0.16 0.0913
H -4.4711 6.3287 2.1563 0.02 -0.35 0.04 0.0900
H -4.6333 4.8508 1.1733 0.02 0.09 0.15 0.1066
H -2.5006 6.7129 0.1647 0.02 0.08 0.20 0.1403
H -2.7986 7.4408 1.7579 0.24 -0.15 -0.15 0.1219
H -0.4497 7.7497 0.8418 0.04 -0.15 0.17 0.1179
H -0.5131 7.0273 2.4571 -0.07 0.00 -0.10 0.1194
H 1.0617 5.6833 1.3189 -0.13 -0.06 -0.11 0.1218
H 0.1695 5.7359 -0.1893 -0.03 -0.12 0.18 0.1299
H -3.5261 2.9040 2.2305 0.23 -0.10 -0.27 0.1012
H -2.2179 0.8512 1.9602 0.08 0.36 -0.36 0.1252
H 2.2397 -1.2903 1.9751 -0.46 -0.17 0.18 0.1198
```
Forces are in eV/Å.

Summary:
Total charge: 0
LUMO level in eV: -2.20
Electronic energy in hartree: -1656.11604